(1)
# C48H45CuN5O2P2S2

A molecular structure, C48H45CuN5O2P2S2 (ωB97M-V/def2-TZVPD, the OMol25 dataset).

Kohn-Sham gap (spin up / spin down): 6.36 / 6.02 eV
calculated total energy: -5399.77812 Eh
expectation value of S²: 0.755

Geometry as ORCA input:
```
! RIJCOSX wB97M-V def2-TZVPD def2/J DEFGRID3
* xyz 0 2
Cu 0.22891 0.24894 1.55208
C 1.23400 2.22686 6.31869
S -0.45835 1.77954 5.91213
C -0.29187 0.93096 4.37304
S 1.23306 0.67178 3.66913
N -1.47869 0.56351 3.93458
N -1.43941 -0.02885 2.71194
C -2.42552 -0.76889 2.38062
C -2.37813 -1.40037 1.02122
C -3.30042 -2.52604 0.74911
C -2.76869 -3.33900 -0.34883
C -2.17734 -2.69998 -1.65743
C -1.58662 -1.31914 -1.68910
N -2.02614 -0.23046 -1.15253
H 1.16388 2.80499 7.24012
H 1.68127 2.83371 5.53578
H 1.84811 1.34548 6.48674
H -3.25556 -0.94372 3.06497
H -4.07801 -2.85642 1.42356
H -3.36944 -4.19948 -0.63641
H -2.82655 -2.71293 -2.54185
H -0.77414 -1.17110 -2.39650
C -4.05453 0.16866 0.04667
N -2.66814 -0.27238 0.06447
P -0.62220 -2.14727 0.71106
C -1.28502 -3.74908 -0.03785
C -1.01858 -3.73049 -1.56790
C -1.31078 -5.06066 -2.19339
C -1.34911 -6.17864 -1.46802
C -1.11159 -6.17591 -0.01951
C -1.05387 -5.03659 0.67340
C 0.03807 -2.66902 2.31685
C -0.67021 -3.04650 3.45757
C 0.00548 -3.44227 4.59802
C 1.39521 -3.49243 4.60581
C 2.10712 -3.14359 3.47163
C 1.42979 -2.72357 2.33525
P -1.46733 1.29609 -1.99934
C -3.04617 1.51442 -2.95694
C -4.06003 2.43171 -2.68360
C -5.18624 2.50003 -3.48975
C -5.31738 1.65229 -4.58206
C -4.30642 0.75156 -4.88039
C -3.17408 0.69691 -4.07951
C -1.63132 2.68636 -0.82716
C -1.23084 3.88267 -1.42447
C -1.28525 5.07824 -0.72337
C -1.73645 5.09422 0.58752
C -2.10849 3.90582 1.19823
C -2.04530 2.70510 0.50486
H -4.36483 0.34336 1.07650
H -4.72307 -0.56591 -0.41478
H -4.12716 1.10834 -0.49114
H -0.04557 -3.35625 -1.90586
H -1.42790 -5.10139 -3.27126
H -1.52137 -7.12961 -1.95672
H -0.96962 -7.12674 0.47824
H -0.85112 -5.03473 1.73674
H -1.75281 -3.00902 3.46519
H -0.55050 -3.70912 5.48735
H 1.91895 -3.79485 5.50335
H 3.18924 -3.16555 3.47415
H 1.98189 -2.40960 1.45949
H -3.96228 3.10783 -1.84198
H -5.96356 3.21928 -3.26516
H -6.19922 1.70579 -5.20731
H -4.38819 0.10771 -5.74672
H -2.36569 0.01986 -4.33848
H -0.85172 3.88088 -2.44119
H -0.95803 5.99242 -1.20096
H -1.77572 6.02549 1.13750
H -2.42404 3.89901 2.23444
H -2.28357 1.78958 1.01923
C 4.95786 -1.51344 -4.05865
C 4.63900 -0.96001 -2.69351
C 4.42399 -1.83895 -1.63459
C 4.11443 -1.35470 -0.37484
C 4.02038 0.00652 -0.14363
C 4.25175 0.89446 -1.19107
N 4.21633 2.27622 -0.99355
C 3.54187 2.89178 0.07147
C 4.19863 3.78643 0.90486
C 3.50691 4.44604 1.91418
C 2.16647 4.17957 2.12158
C 1.51357 3.26486 1.30378
C 2.17621 2.63671 0.26246
C 1.37812 1.80995 -0.72793
O 1.48379 2.06417 -1.92253
O 0.57691 0.90780 -0.25308
C 4.54471 0.41499 -2.47805
C 4.71427 1.41855 -3.58391
H 5.01700 -2.60078 -4.02540
H 5.91080 -1.13738 -4.43593
H 4.19244 -1.24320 -4.78955
H 4.50673 -2.90601 -1.80448
H 3.98109 -2.04185 0.44935
H 3.79634 0.38125 0.84891
H 4.94652 2.80813 -1.43418
H 5.25843 3.96215 0.76055
H 4.02883 5.15548 2.54405
H 1.62544 4.67117 2.92069
H 0.46775 3.04685 1.46284
H 3.90735 2.15276 -3.53203
H 4.69989 0.95467 -4.56710
H 5.66140 1.96394 -3.50049
*
```

(2)
# C12H48N24O12

12 unconnected molecules or ions with the total composition C12H48N24O12 (ωB97M-V/def2-TZVPD, the OMol25 dataset).

Kohn-Sham gap: 7.91 eV
calculated total energy: -2703.51306 Eh
structure (SMILES): NC(N)=O.NC(N)=O.NC(N)=O.NC(N)=O.NC(N)=O.NC(N)=O.NC(N)=O.NC(N)=O.NC(N)=O.NC(N)=O.NC(N)=O.NC(N)=O

Geometry as ORCA input:
```
! RIJCOSX wB97M-V def2-TZVPD def2/J DEFGRID3
* xyz 0 1
N 2.59580 -1.37871 -3.21907
C 2.88467 -1.57320 -4.55449
N 4.13555 -2.05690 -4.70235
O 2.24597 -1.10521 -5.49558
H 3.41885 -1.15467 -2.68784
H 1.78938 -0.82933 -2.96283
H 4.55282 -2.46332 -3.88344
H 4.60121 -2.21600 -5.57611
N 1.56419 -4.79495 3.21104
C 1.58423 -3.45614 3.13075
N 1.41807 -2.83972 4.32556
O 1.60106 -2.78425 2.08069
H 1.51616 -5.41523 2.42718
H 1.62292 -5.13505 4.15303
H 1.38847 -3.39760 5.15830
H 1.35236 -1.84115 4.34885
N -4.57171 0.36002 2.34425
C -3.25639 0.53801 2.15467
N -2.50102 -0.57914 2.13843
O -2.75414 1.66197 2.01177
H -4.97734 -0.53020 2.58412
H -5.18748 1.09892 2.63807
H -1.58133 -0.46513 1.74216
H -2.94858 -1.46019 2.31361
N -3.48689 -0.96429 -1.78070
C -4.55925 -0.16833 -1.97283
N -4.81926 0.74629 -1.01054
O -5.15240 -0.10533 -3.04950
H -3.08667 -1.06088 -0.86383
H -3.26825 -1.65709 -2.47966
H -4.22234 0.98314 -0.23896
H -5.43465 1.46194 -1.35931
N -1.00308 -3.71912 -0.86222
C -0.94099 -4.02861 -2.17336
N 0.13249 -3.46653 -2.74698
O -1.89559 -4.49654 -2.80283
H -0.12963 -3.37427 -0.50539
H -1.83440 -3.51933 -0.34496
H 0.74189 -2.98646 -2.10981
H 0.34335 -3.52105 -3.72584
N -4.00672 4.40788 -1.59818
C -3.55030 3.50268 -0.66627
N -4.00059 3.78754 0.58081
O -2.64145 2.69859 -0.80704
H -4.17770 4.07005 -2.53038
H -4.46140 5.23018 -1.24974
H -4.81238 4.36763 0.69338
H -3.63416 3.26554 1.37845
N -0.27540 -0.00706 -4.05657
C -1.28312 0.51101 -4.84617
N -2.39851 0.81989 -4.14037
O -1.29761 0.57713 -6.06360
H -0.36094 -0.10472 -3.05698
H 0.37368 -0.58461 -4.57453
H -3.20267 1.06360 -4.69111
H -2.54649 0.71609 -3.15346
N 4.13803 4.95315 -0.25770
C 3.84812 4.00958 0.67400
N 3.20880 2.92056 0.26411
O 4.06799 4.24314 1.87726
H 3.95433 4.82135 -1.23388
H 4.45316 5.81385 0.15400
H 2.77224 2.45948 1.04765
H 3.11967 2.62943 -0.69085
N -0.36110 1.00020 -0.11562
C 0.21565 -0.18534 -0.27580
N 1.08382 -0.52034 0.70551
O -0.12672 -0.98818 -1.16697
H -0.96574 1.33007 -0.85538
H -0.46744 1.46585 0.77241
H 1.27517 -1.48698 0.98112
H 1.17028 0.08287 1.51426
N 2.81019 -4.98650 0.30502
C 3.71962 -5.91257 0.77078
N 3.43347 -7.16923 0.31463
O 4.79603 -5.72191 1.32247
H 1.89851 -5.41492 0.25048
H 2.76008 -4.05345 0.69379
H 2.50644 -7.20797 -0.07149
H 3.98750 -7.99094 0.44699
N 0.54255 0.64473 4.13567
C 1.12462 1.69923 3.56604
N 2.00072 2.33288 4.40286
O 1.11898 1.89552 2.34549
H 0.06597 -0.09760 3.65209
H 0.59729 0.45086 5.12003
H 1.90770 2.09594 5.37239
H 2.77102 2.91437 4.11901
N 1.27574 5.03376 2.37503
C 0.15495 5.59226 1.84045
N -0.40166 4.86028 0.83488
O -0.24039 6.72142 2.12659
H 1.57266 4.36508 1.68728
H 1.91498 5.51487 2.97594
H -1.18646 5.35111 0.44283
H -0.11902 3.90632 0.70432
*
```

(3)
# C7H17NO

A molecular structure, C7H17NO (ωB97M-V/def2-TZVPD, the OMol25 dataset).

Kohn-Sham gap: 8.38 eV
calculated total energy: -406.75221 Eh

Geometry as ORCA input:
```
! RIJCOSX wB97M-V def2-TZVPD def2/J DEFGRID3
* xyz 0 1
C 0.34036 -0.39881 -0.34219
C -0.31625 0.41509 0.64828
C 0.56875 2.01120 0.44203
C -0.78517 -2.40967 1.54934
C -0.04833 -0.22350 -1.79418
C 1.78320 -0.80426 -0.14421
C 0.00083 2.90368 -0.63442
N -0.67982 -1.93174 0.18671
O -2.02582 -1.82982 -0.34569
H -2.55482 -1.36846 0.32869
H -1.35862 0.65309 0.44360
H -0.09439 0.18174 1.68734
H 1.65394 1.93608 0.34655
H 0.40119 2.45491 1.42780
H -1.42516 -1.77350 2.18896
H -1.21841 -3.41904 1.58129
H 0.20949 -2.45814 2.00248
H 1.90253 -1.83523 -0.49474
H -0.98495 0.32366 -1.91885
H 0.73361 0.26548 -2.37794
H -0.22357 -1.21710 -2.22113
H 2.08735 -0.75083 0.90290
H 2.45613 -0.17647 -0.73277
H 0.29239 2.56918 -1.63369
H 0.37484 3.92944 -0.52827
H -1.08930 2.95304 -0.56788
*
```

(4)
# C19H31N3O4

C19H31N3O4 in the gas phase (ωB97M-V/def2-TZVPD, the OMol25 dataset).

Kohn-Sham gap: 9.85 eV
calculated total energy: -1207.87654 Eh
structure (SMILES): C=C(C)CC(=O)N[C@H]1C[C@H]2CC[C@@H]([C@H]1C)N2C(=O)C(C)(C)NC(=O)OC

Geometry as ORCA input:
```
! RIJCOSX wB97M-V def2-TZVPD def2/J DEFGRID3
* xyz 0 1
C -2.22287 4.73335 0.63960
C -2.85356 4.14776 -0.37241
C -2.39249 4.27340 -1.79511
C -4.06318 3.27937 -0.16169
C -3.78926 1.77732 -0.21432
O -4.65527 0.97946 -0.52493
N -2.52934 1.42002 0.12800
C -2.10399 0.02817 0.16191
C -1.50849 -0.41396 -1.18664
C -0.01325 -0.14375 -1.28832
C 0.37099 1.33467 -1.06874
C 0.57614 1.45293 0.45786
C 0.31773 0.02332 0.97361
C -1.14359 -0.26127 1.33542
C -1.56812 0.41696 2.62906
N 0.63059 -0.86478 -0.16438
C 2.00701 -1.11705 -0.31648
O 2.87697 -0.36453 0.05152
C 2.38823 -2.42045 -1.06539
C 1.20181 -3.35089 -1.28675
C 3.02549 -2.03317 -2.39814
N 3.42193 -3.07536 -0.27577
C 3.23010 -3.34777 1.03398
O 2.20671 -3.12772 1.64611
O 4.33893 -3.89541 1.58185
C 4.21389 -4.18616 2.97630
H -2.58189 4.63688 1.65786
H -1.33908 5.33918 0.47955
H -3.16637 4.74879 -2.40239
H -1.47943 4.86206 -1.87276
H -2.21148 3.28746 -2.23300
H -4.52250 3.47886 0.80912
H -4.81800 3.47536 -0.92439
H -1.88112 2.15583 0.35277
H -3.01850 -0.54215 0.32723
H -1.66978 -1.48725 -1.31248
H -2.04654 0.08927 -1.99311
H 0.36517 -0.51758 -2.24199
H 1.29927 1.55948 -1.59393
H -0.39512 2.00596 -1.45856
H 1.59918 1.74203 0.68377
H -0.07233 2.19381 0.92969
H 0.96355 -0.23023 1.81409
H -1.18857 -1.34380 1.48657
H -1.48675 1.50434 2.57748
H -2.60656 0.17766 2.86542
H -0.94253 0.07614 3.45556
H 0.48691 -2.90130 -1.97677
H 1.56163 -4.28437 -1.72337
H 0.69137 -3.56518 -0.35227
H 2.30560 -1.51749 -3.03336
H 3.87648 -1.37067 -2.23674
H 3.35729 -2.93148 -2.92194
H 4.36421 -3.11589 -0.62416
H 5.16416 -4.62406 3.26722
H 4.02630 -3.27681 3.54465
H 3.40232 -4.88929 3.15409
*
```

| no. | maximum force (hartree/bohr) |
| --- | --- |
| 1 | 0.0105 |
| 2 | 0.0747 |
| 3 | 0.1169 |
| 4 | 0.0147 |